Below is a cluster of 12 separate species, C5H34NO11 in total, with properties calculated with ωB97M-V/def2-TZVPD.

Properties
E_LUMO in eV: -2.366
Energy above the lowest of the compared OMol25 structures with the same formula, charge and spin in kJ/mol: 127.4
Net charge: +1

```
51
C5H34NO11 ωB97M-V/def2-TZVPD
C -2.3699 -0.8191 -0.7152
C -1.6659 -1.8891 0.1145
N -0.3883 -1.2226 0.7141
C -0.5134 -1.3518 2.2251
C -2.0239 -1.4686 2.4604
C -2.4491 -2.4037 1.3239
H -1.5846 -0.2198 -1.1624
H -3.1696 -0.2892 -0.2207
H -2.8242 -1.3790 -1.5380
H -1.2674 -2.6944 -0.4948
H -0.3175 -0.2260 0.4827
H 0.4529 -1.5737 0.2402
H -0.1388 -2.3487 2.4407
H 0.0333 -0.5056 2.6176
H -2.1671 -1.8769 3.4538
H -2.4585 -0.4841 2.2756
H -3.4839 -2.2495 1.0213
H -2.2183 -3.4258 1.6129
H -0.8819 3.3349 1.0515
H -0.7306 3.2767 2.3608
O -0.3684 2.7556 1.6453
H 4.4841 0.6598 -0.9190
H 3.6215 0.6189 0.3524
O 3.7902 0.1608 -0.4901
H 1.7524 -4.4797 1.3226
H 1.0110 -3.5422 0.3873
O 1.5062 -3.5556 1.2107
H 2.9500 -1.4565 -0.6082
H 1.9984 -1.4968 -1.8561
O 2.1271 -1.8303 -0.9545
H 3.0315 -0.6529 -4.1148
H 3.2823 -0.3934 -2.6556
O 2.5607 -0.5770 -3.2749
H -2.5337 3.6041 -0.2161
H -1.8008 3.3227 -1.5035
O -1.8900 2.9952 -0.5958
H -0.8362 -1.0238 -3.6898
H 0.3005 -0.0839 -3.3444
O -0.6483 -0.0971 -3.5218
H 2.8387 3.0075 1.5034
H 2.2165 1.9582 0.5739
O 2.9792 2.1212 1.1574
H -0.6535 1.7555 4.9246
H 0.0653 1.7525 3.6372
O -0.6322 1.3048 4.1116
H -1.0900 3.2098 -3.8963
H -0.8845 1.8003 -3.5376
O -0.4495 2.6650 -3.4191
H 0.7969 1.6752 -1.5388
H 0.0062 2.1629 -0.3467
O 0.6349 1.4750 -0.6072
```



Below is a cluster of 12 separate species, C5H34NO13 in total, with properties calculated with ωB97M-V/def2-TZVPD.

Properties
E_LUMO in eV: 2.582
Energy above the lowest of the compared OMol25 structures with the same formula, charge and spin in kJ/mol: 489.4
Net charge: -1

```
53
C5H34NO13 ωB97M-V/def2-TZVPD
C -0.3391 -0.7949 2.8847
C 0.3218 -0.1965 1.6296
C 1.3024 -1.0453 0.7711
C 2.4530 -1.7955 1.5696
O 0.5829 -2.1033 0.0136
N -0.8742 0.3500 0.9181
C -0.6482 1.0064 -0.3767
O -0.0609 2.1822 -0.2592
H -1.1644 -1.4980 2.6320
H 0.3638 -1.4418 3.5172
H -0.5544 0.0691 3.6487
H 0.9773 0.6086 2.0199
H 1.5515 -0.3147 -0.0011
H 3.1789 -1.1555 2.0964
H 1.9459 -2.3146 2.3397
H 2.7330 -2.8099 1.0174
H -0.0979 -1.8755 -0.7006
H -1.4439 0.9209 1.5761
H -1.6890 1.0261 -0.9156
H -0.1323 0.3535 -1.1231
H -2.8705 0.7452 -2.9652
H -2.4725 -0.7071 -3.1836
O -2.7242 0.1592 -3.5542
H 3.5408 2.5158 1.9284
H 2.0421 2.1831 2.4848
O 2.9742 2.4217 2.7448
H 0.7713 -2.9149 -1.9683
H -0.0514 -3.9258 -1.3675
O 0.1079 -3.5294 -2.1769
H 2.0803 3.7219 0.4555
H 1.8181 2.4016 -0.2974
O 2.5483 2.9804 0.2465
H 2.8579 0.4054 -3.4025
H 1.4024 -0.0643 -2.9987
O 2.2834 -0.3489 -2.9656
H 0.4568 2.6851 1.1569
H -0.7268 3.0388 1.9496
O 0.1991 2.9431 2.0519
H -1.9637 -2.9244 -2.4515
H -2.5352 -2.3524 -1.1901
O -2.7072 -2.5220 -2.0575
H -0.2530 1.6719 -3.0793
H 0.6040 2.0395 -1.7704
O 0.6028 2.0174 -2.8426
H -0.3094 -2.8799 1.3783
H -0.2266 -4.0503 2.4721
O -0.6969 -3.8152 1.7002
H -1.3207 2.9792 -0.0969
H -1.5275 4.1965 0.3229
O -2.1066 3.4813 0.1803
H -2.5904 -2.3897 1.1622
H -2.6314 -0.7739 0.8921
O -2.7757 -1.6997 0.5644
```



Below is a cluster of 12 separate species, C5H34NO13 in total, with properties calculated with ωB97M-V/def2-TZVPD.

Properties
E_LUMO in eV: -2.461
Energy above the lowest of the compared OMol25 structures with the same formula, charge and spin in kJ/mol: 0.0
Net charge: +1

```
53
C5H34NO13 ωB97M-V/def2-TZVPD
C 1.6276 -0.6272 -2.0556
C 0.3802 -0.0695 -1.4414
C 0.5098 -0.1140 0.0869
C -0.5345 0.4558 1.0331
C -0.6024 -0.2972 2.2676
O -1.6428 -1.1418 2.5717
O 0.1801 -0.2170 3.2117
N -0.0149 1.3104 -1.9258
H 1.8947 -1.5646 -1.5471
H 2.3890 0.1332 -1.9439
H 1.5548 -0.7430 -3.1904
H -0.4996 -0.6950 -1.7861
H 1.5321 0.2781 0.3062
H 0.5389 -1.2330 0.2347
H -0.1937 1.5030 1.2392
H -1.5469 0.5989 0.5754
H -1.6657 -1.3972 3.5176
H -0.9774 1.4868 -1.5684
H 0.6493 2.0626 -1.5531
H -0.1471 1.2087 -2.9253
H -1.0698 -4.1212 -1.7790
H -1.7333 -3.2658 -0.7276
O -0.8691 -3.4105 -1.1485
H 2.5355 -2.1126 0.4477
H 4.0147 -2.1181 0.8238
O 3.3592 -1.5906 0.3695
H -2.2125 -1.0565 -3.3635
H -2.5106 -0.8973 -4.7674
O -1.7832 -0.6848 -4.1682
H -3.7464 -2.8513 0.6062
H -2.5483 -2.1404 1.3374
O -2.8469 -2.5015 0.4908
H -2.7924 -1.4412 -0.8452
H -3.8712 -0.8948 -1.7957
O -2.9153 -0.9218 -1.6979
H 2.8563 1.8453 1.9505
H 3.6043 0.7841 0.9630
O 3.2065 1.6946 1.0386
H 2.4471 3.6331 -1.1456
H 2.3094 2.4017 -0.1288
O 1.8631 2.9468 -0.8206
H -1.7166 3.1805 -0.2767
H -3.0536 2.5233 -0.2873
O -2.2633 2.5284 -0.8371
H 0.2492 3.5726 0.9212
H -0.3023 4.7313 0.0857
O -0.5985 3.9592 0.6415
H 0.6349 -3.3976 -0.3496
H 2.0018 -4.2805 0.1015
O 1.4785 -3.4912 0.1484
H 1.1695 1.2333 3.3044
H 1.3603 2.7325 3.7005
O 1.5024 2.0949 3.0077
```



Below is a structure of composition C5H36NO14, with properties calculated with ωB97M-V/def2-TZVPD.

Properties
E_LUMO in eV: 2.670
Energy above the lowest of the compared OMol25 structures with the same formula, charge and spin in kJ/mol: 150.4
Net charge: -1

```
56
C5H36NO14 ωB97M-V/def2-TZVPD
C -0.2934 0.2612 -0.0134
N 0.8227 0.2159 -0.9855
C 0.6444 -0.5989 -2.1646
O 0.6855 -2.0015 -1.8574
C -1.3374 1.2490 -0.4820
C -1.1645 2.5597 0.2148
C -1.4382 2.5000 1.6912
O -2.8445 2.3113 1.8606
H 0.1285 0.6322 0.9471
H -0.6680 -0.7449 0.1822
H 1.6702 0.0552 -0.4716
H 1.5968 -0.5560 -2.8262
H -0.2652 -0.4639 -2.7543
H -1.3287 1.2366 -1.5950
H -2.3360 0.8000 -0.2223
H -0.0642 2.8517 0.0158
H -1.7488 3.3641 -0.3263
H -1.2084 3.4340 2.2877
H -0.8635 1.6681 2.2143
H -3.0418 1.3580 1.9846
H -1.9686 -2.0224 0.5973
H -1.7444 -2.9042 1.8026
O -2.2920 -2.1530 1.5515
H 3.7706 1.1889 1.1543
H 2.4883 0.4645 1.3940
O 2.9242 1.0358 0.7354
H 1.3741 1.7095 -2.2790
H 0.6520 2.7152 -3.1784
O 1.5414 2.5228 -2.8087
H -2.1074 -1.5067 -2.1133
H -3.4267 -0.7311 -2.0565
O -2.6284 -0.7925 -2.5763
H -0.3249 -2.3468 -1.3769
H -2.0571 -3.3119 -1.3933
O -1.5028 -2.6806 -0.9455
H 1.9808 3.1285 -1.3301
H 2.5088 2.8125 0.0942
O 2.2495 3.5674 -0.4426
H 2.6602 -2.2610 1.5092
H 1.5771 -3.0395 2.0275
O 2.3158 -2.5050 2.3922
H -1.3596 -1.5324 2.8607
H -2.1885 -0.7860 3.8973
O -1.2821 -0.9712 3.6671
H 2.0127 -2.2138 -0.8530
H 3.0772 -1.2062 -0.5161
O 2.8134 -2.1006 -0.2766
H -0.9555 3.2512 -2.7365
H -1.1752 1.9038 -3.3237
O -0.9736 2.8192 -3.6132
H 2.0430 -0.9932 2.9240
H 0.9232 -0.0801 3.5028
O 1.7090 -0.0312 2.9415
H -0.4594 -3.1666 0.2187
H 0.7157 -4.1784 0.0924
O 0.1638 -3.7367 0.7573
```



E_tot for the records above, in order: -1093.096245 -1243.723196 -1243.631552 -1320.295582 a.u.
Gap between HOMO and LUMO for the records above, in order: 11.30 8.87 10.99 8.90 eV
Largest force on an atom for the records above, in order: 0.03888 0.19131 0.10374 0.06953 hartree/bohr